A cluster of 11 separate species, C93H201N11O9 in total at a distorted geometry, computed with ωB97M-V with the def2-TZVPD basis set.

Properties
Kohn-Sham gap: 8.2 eV
M: 1617.70 g mol⁻¹
SMILES: CC1(C)CCCC(C)(C)N1O.CC1(C)CCCC(C)(C)N1O.CC1(C)CCCC(C)(C)N1O.CC1(C)CCCC(C)(C)N1O.CC1(C)CCCC(C)(C)N1O.CC1(C)CCCC(C)(C)N1O.CC1(C)CCCC(C)(C)N1O.CC1(C)CCCC(C)(C)N1O.CC1(C)CCCC(C)(C)N1O.CCN(CC)CC.CCN(CC)CC
largest force on an atom: 4.3 eV/A
energy above the lowest of the compared OMol25 structures with the same formula, charge and spin: 17.2 kcal/mol

```
! RIJCOSX wB97M-V def2-TZVPD def2/J DEFGRID3
* xyz 0 1
C -3.6703 -3.3069 -2.1690
C -4.9477 -2.4624 -2.4391
C -5.1875 -2.6244 -3.9626
C -6.0459 -3.2137 -1.6252
C -7.4033 -2.4502 -1.4027
C -7.1067 -1.0166 -0.8518
C -6.0639 -0.2513 -1.7317
C -6.7686 0.1910 -3.0308
C -5.6561 0.9963 -0.9266
N -4.8092 -1.0880 -1.8835
O -3.7480 -0.4220 -2.4085
H -3.7986 -4.3699 -2.3732
H -2.7963 -2.9395 -2.7067
H -3.3827 -3.2998 -1.1177
H -4.6835 -1.8737 -4.5713
H -4.9380 -3.6191 -4.3320
H -6.2648 -2.5491 -4.1105
H -6.2762 -4.1618 -2.1111
H -5.7211 -3.4421 -0.6101
H -7.8855 -2.3589 -2.3759
H -8.0613 -2.9800 -0.7139
H -6.8195 -1.0580 0.1988
H -8.0360 -0.4525 -0.9310
H -7.5592 0.9293 -2.8967
H -7.0730 -0.6437 -3.6622
H -6.1464 0.8381 -3.6491
H -6.5042 1.6509 -0.7260
H -5.0307 1.6780 -1.5031
H -5.0938 0.6637 -0.0541
H -3.1614 -0.3621 -1.6509
C 0.2714 -5.4004 -7.1525
C -0.4467 -4.2635 -6.5339
C -1.4352 -3.5946 -7.5760
C -1.4254 -4.7674 -5.4772
C -0.7076 -5.2219 -4.1555
C 0.0598 -3.9588 -3.6787
C 1.0338 -3.3304 -4.6815
C 1.3519 -1.9017 -4.1349
C 2.3510 -4.2172 -4.7338
N 0.3789 -3.1278 -6.0157
O 1.2345 -2.5833 -6.9324
H 0.8725 -5.9992 -6.4682
H -0.4824 -6.0485 -7.5997
H 0.8908 -5.0965 -7.9963
H -1.7632 -2.6972 -7.0513
H -0.9729 -3.2837 -8.5128
H -2.2903 -4.2364 -7.7878
H -2.0489 -3.9852 -5.0443
H -2.0997 -5.5661 -5.7864
H -1.2989 -5.6433 -3.3425
H 0.0112 -6.0266 -4.3097
H 0.6656 -4.2162 -2.8099
H -0.6976 -3.3244 -3.2182
H 0.4924 -1.2476 -3.9878
H 2.0508 -1.4128 -4.8136
H 1.8893 -2.0539 -3.1989
H 3.0165 -4.2796 -3.8728
H 3.0157 -3.9196 -5.5448
H 2.2183 -5.2797 -4.9378
H 0.7968 -1.7461 -7.1033
C 4.6907 -6.2952 1.0553
C 5.6166 -5.8851 2.2612
C 6.2790 -7.1978 2.7724
C 6.8816 -5.0391 1.8634
C 6.5669 -3.5868 1.6236
C 5.8262 -2.9489 2.7636
C 4.5781 -3.7220 3.2767
C 4.2304 -3.1810 4.6587
C 3.4427 -3.4554 2.2667
N 4.9193 -5.1943 3.3736
O 3.9043 -5.9591 3.9662
H 5.2821 -7.0818 0.5868
H 3.7490 -6.7433 1.3724
H 4.6003 -5.4425 0.3824
H 6.8479 -7.0155 3.6841
H 5.5749 -7.9096 3.2035
H 6.8469 -7.7780 2.0451
H 7.6914 -5.1421 2.5858
H 7.2310 -5.4691 0.9247
H 7.5220 -3.0975 1.4327
H 5.9662 -3.4279 0.7280
H 5.5754 -1.9580 2.3851
H 6.5214 -2.7852 3.5870
H 4.4963 -2.1253 4.7142
H 5.0109 -3.4896 5.3542
H 3.1752 -3.3935 4.8301
H 3.5792 -3.6431 1.2017
H 3.2576 -2.3818 2.3001
H 2.4813 -3.8579 2.5858
H 4.2439 -6.2407 4.8188
C 0.8885 10.0462 0.9909
C 1.2077 8.6072 0.2816
C 0.3656 8.4377 -0.9987
C 2.7111 8.6925 -0.0595
C 3.3902 7.3159 -0.3279
C 3.1416 6.5222 0.9399
C 1.6246 6.2692 1.2631
C 0.9977 5.2034 0.2757
C 1.4901 5.6285 2.6884
N 0.9236 7.5013 1.2357
O -0.4295 7.4106 1.6399
H 1.6214 10.1666 1.7886
H 0.9809 10.8298 0.2388
H -0.1119 10.1625 1.4077
H 0.6050 9.1148 -1.8186
H 0.3858 7.4124 -1.3682
H -0.6826 8.6147 -0.7578
H 2.8068 9.3061 -0.9553
H 3.2878 9.3432 0.5978
H 3.1082 6.8134 -1.2531
H 4.4664 7.4855 -0.3607
H 3.6344 6.9736 1.8010
H 3.7526 5.6199 0.9152
H 1.6496 4.3594 0.5011
H 1.0278 5.3989 -0.7962
H -0.0313 4.9604 0.5404
H 0.4795 5.3227 2.9595
H 1.7349 6.3131 3.5004
H 2.1872 4.8003 2.8157
H -0.3538 7.8373 2.4964
C 6.9982 4.2924 -0.8072
C 5.9959 3.5064 -1.7129
C 5.4897 2.3243 -0.8313
C 4.8342 4.4960 -1.9042
C 3.8322 4.0306 -2.9892
C 4.5943 3.9293 -4.3436
C 5.7923 2.9618 -4.2393
C 5.1260 1.4901 -4.2540
C 6.6678 3.2241 -5.5480
N 6.6041 3.1366 -2.9910
O 7.7585 2.2768 -2.9492
H 6.4570 4.7120 0.0408
H 7.7611 3.6217 -0.4119
H 7.4439 5.0574 -1.4429
H 4.7969 2.6307 -0.0475
H 4.9351 1.6810 -1.5146
H 6.2069 1.6480 -0.3662
H 4.2401 4.5419 -0.9915
H 5.1858 5.4884 -2.1864
H 3.3689 3.0836 -2.7124
H 3.0572 4.7892 -3.0996
H 4.8476 4.9516 -4.6244
H 3.9028 3.4397 -5.0293
H 5.8690 0.7506 -3.9556
H 4.7011 1.2276 -5.2228
H 4.2984 1.3836 -3.5526
H 7.7093 3.0945 -5.2538
H 6.5366 4.2261 -5.9565
H 6.3850 2.5124 -6.3236
H 8.4529 2.9249 -3.0881
C -1.1224 2.1761 -9.7224
C -0.9371 1.3032 -8.4645
C -0.6766 -0.1817 -8.7645
C 0.3391 1.9201 -7.7793
C 0.6272 1.4891 -6.3553
C -0.5802 1.7111 -5.4864
C -1.9660 1.1583 -6.0470
C -2.0094 -0.3329 -5.6866
C -3.0901 1.9112 -5.2981
N -2.1062 1.4336 -7.4880
O -3.3425 1.0730 -8.0747
H -0.2382 2.0270 -10.3421
H -1.9035 1.8373 -10.4030
H -1.2614 3.1992 -9.3730
H -0.4371 -0.6569 -7.8132
H -1.6297 -0.6609 -8.9883
H 0.0027 -0.3960 -9.5896
H 1.2284 1.5927 -8.3179
H 0.3541 3.0097 -7.8029
H 0.9540 0.4578 -6.2225
H 1.4920 1.9713 -5.8997
H -0.5218 2.7805 -5.2839
H -0.4276 1.2371 -4.5168
H -2.8956 -0.8018 -6.1145
H -2.0275 -0.4021 -4.5990
H -1.0287 -0.7733 -5.8670
H -3.1483 2.9430 -5.6445
H -2.9155 1.8753 -4.2228
H -4.0416 1.4061 -5.4646
H -3.6098 1.8724 -8.5341
C -1.5742 -4.6552 1.5933
C -0.8759 -5.0009 2.9553
C -0.2434 -3.6651 3.4642
C -1.8091 -5.3652 4.1296
C -2.3864 -6.7490 4.1017
C -1.1750 -7.6766 4.0015
C -0.2462 -7.4688 2.7543
C 0.9812 -8.3667 3.1711
C -0.9213 -8.0126 1.5526
N 0.1804 -6.0587 2.7171
O 1.2532 -5.8145 1.9181
H -2.1682 -3.7658 1.8040
H -0.8506 -4.3985 0.8196
H -2.2460 -5.4461 1.2597
H 0.2769 -3.1638 2.6481
H -1.0469 -3.0150 3.8105
H 0.5347 -3.7024 4.2265
H -1.3322 -5.2935 5.1072
H -2.6752 -4.7036 4.1460
H -3.0334 -6.8737 4.9700
H -3.0090 -6.9188 3.2233
H -1.6510 -8.6571 3.9944
H -0.6042 -7.5887 4.9260
H 0.6203 -9.3783 3.3570
H 1.4084 -7.9888 4.0999
H 1.7207 -8.3377 2.3709
H -0.3481 -7.9996 0.6256
H -1.8827 -7.5049 1.4743
H -1.1355 -9.0715 1.6975
H 1.9466 -5.7103 2.5738
C 0.4485 0.1513 7.9119
C 1.4475 -0.6158 7.0899
C 1.7088 -1.9982 7.7438
C 0.8337 -0.7931 5.6610
C 0.8742 0.4516 4.7492
C 2.3678 0.8512 4.6473
C 3.0276 1.1005 6.0593
C 4.5370 1.1989 5.8388
C 2.5331 2.4166 6.5985
N 2.7660 0.0386 7.0129
O 3.4477 0.2378 8.1834
H -0.0484 0.9397 7.3464
H -0.4144 -0.4874 8.1007
H 0.8105 0.6032 8.8353
H 2.0030 -1.9038 8.7891
H 0.8170 -2.6239 7.7087
H 2.4863 -2.5137 7.1799
H 1.2867 -1.6235 5.1194
H -0.2432 -0.9606 5.6742
H 0.4813 0.3002 3.7438
H 0.3442 1.3240 5.1315
H 2.4813 1.7136 3.9904
H 2.9119 0.0729 4.1123
H 4.9019 0.2160 5.5407
H 5.2208 1.5553 6.6091
H 4.7239 1.7803 4.9360
H 2.4846 3.1745 5.8167
H 3.1742 2.8553 7.3631
H 1.5648 2.3391 7.0928
H 4.1772 -0.3657 8.0241
C -1.7255 1.8938 -0.6945
C -1.4848 1.0825 0.6131
C -2.3869 1.5820 1.8026
C -1.8737 -0.4461 0.4230
C -0.9569 -1.2172 -0.5358
C 0.4756 -0.9971 -0.1436
C 0.9699 0.4414 0.0443
C 2.2789 0.3335 0.7523
C 1.1753 1.1393 -1.3606
N -0.0407 1.0776 0.9394
O 0.3253 2.2980 1.4778
H -1.7669 1.3267 -1.6244
H -2.7367 2.2896 -0.5992
H -1.0618 2.7346 -0.8959
H -2.4260 2.6712 1.8142
H -3.4065 1.2074 1.7123
H -1.9935 1.2925 2.7770
H -1.7565 -0.8825 1.4149
H -2.8930 -0.5854 0.0628
H -1.2001 -2.2797 -0.5237
H -1.0638 -0.8966 -1.5721
H 1.0612 -1.4621 -0.9366
H 0.7073 -1.6149 0.7240
H 2.2352 0.0488 1.8036
H 2.6567 1.3496 0.8660
H 3.0089 -0.3709 0.3536
H 1.2935 2.1958 -1.1198
H 0.3030 1.1011 -2.0132
H 2.0956 0.8830 -1.8854
H 0.3235 2.8920 0.7236
C -6.3916 4.3301 1.3268
C -4.9116 4.4103 1.1225
N -4.4843 5.7759 1.4248
C -3.1830 6.0311 0.7990
C -3.2873 6.1617 -0.7153
C -4.4458 6.1545 2.9001
C -3.4617 5.4411 3.7574
H -6.8438 5.1865 0.8266
H -6.6500 4.2541 2.3830
H -6.8687 3.4913 0.8199
H -4.4463 3.7171 1.8233
H -4.5167 4.0622 0.1681
H -2.9486 7.0563 1.0855
H -2.3646 5.4555 1.2316
H -4.2396 6.6024 -1.0103
H -2.4672 6.7526 -1.1232
H -3.2530 5.1730 -1.1727
H -5.4642 6.0821 3.2820
H -4.2532 7.2239 2.9854
H -3.6466 5.9249 4.7165
H -2.4261 5.6022 3.4579
H -3.6995 4.3774 3.7494
C -2.9253 0.4664 6.1554
C -3.6285 0.0350 4.9089
N -4.9970 -0.5710 5.0987
C -6.0514 0.4404 5.4126
C -7.4031 -0.0941 5.9218
C -5.4527 -1.4205 3.9484
C -4.4930 -2.5058 3.5615
H -1.9740 0.9753 6.0001
H -2.5596 -0.3921 6.7187
H -3.4788 1.0010 6.9274
H -3.6168 0.8672 4.2051
H -2.8798 -0.6757 4.5589
H -5.6346 1.1341 6.1428
H -6.2256 1.0374 4.5174
H -7.7590 -0.8482 5.2198
H -7.1722 -0.6005 6.8590
H -8.2028 0.6029 6.1727
H -5.7544 -0.8706 3.0569
H -6.2995 -2.0095 4.3007
H -4.1099 -3.0230 4.4412
H -3.6814 -2.0129 3.0262
H -5.1188 -3.1822 2.9794
*
```



A structure of composition C20H56FIInO18P4Si at a distorted geometry, computed with ωB97M-V with the def2-TZVPD basis set.

Properties
Kohn-Sham gap: 3.0 eV
M: 997.35 g mol⁻¹
largest force on an atom: 9.5 eV/A

```
! RIJCOSX wB97M-V def2-TZVPD def2/J DEFGRID3
* xyz -1 1
C -0.8514 -1.2708 -6.1173
Si -0.8790 -2.6770 -7.4486
C 0.9512 -3.2571 -7.8432
C -1.8058 -4.1847 -6.5956
O -1.8171 -2.3025 -8.8881
C -1.3887 -1.0485 -9.5268
C -2.7413 -0.2747 -10.0351
In -3.7147 -1.1426 -11.8863
O -4.9890 0.3966 -12.6471
I -5.4398 -3.2462 -11.1179
C -2.2920 -1.6545 -13.5712
C -0.7209 -1.8233 -13.1332
C -0.4868 -3.2368 -12.3011
F 1.0051 -3.3252 -12.0896
H -0.6337 -1.6871 -5.0257
H -0.0212 -0.4729 -6.3492
H -1.9069 -0.7574 -6.1140
H 1.0373 -3.7298 -8.9149
H 1.6687 -2.3089 -7.7677
H 1.3492 -4.0266 -7.0353
H -2.6345 -3.7313 -5.8887
H -2.3612 -4.7424 -7.4640
H -1.0567 -4.8984 -6.0482
H -0.5698 -1.2036 -10.3766
H -0.8666 -0.3187 -8.7394
H -3.5400 -0.3818 -9.1552
H -2.5414 0.8972 -10.1420
H -4.5701 1.3027 -12.4361
H -2.6295 -2.7134 -14.0069
H -2.3611 -0.9150 -14.5054
H -0.1072 -1.9555 -14.1485
H -0.2581 -0.8862 -12.6032
H -1.0057 -3.2494 -11.2509
H -0.8499 -4.1095 -13.0218
C -3.0192 -1.2230 -0.2359
O -4.1555 -0.8630 -1.0021
P -3.9722 -1.1955 -2.6899
O -3.1715 0.1002 -2.8617
O -5.5742 -0.8512 -2.9229
C -6.4445 -0.4156 -1.8987
O -3.7890 -1.5280 -4.3777
C -4.8919 -1.4861 -5.2608
H -3.2307 -1.0250 0.8178
H -2.8118 -2.2876 -0.3634
H -2.1500 -0.6355 -0.5405
H -6.0888 0.5139 -1.4446
H -6.5690 -1.2006 -1.1487
H -7.4226 -0.2189 -2.3439
H -5.2899 -0.4696 -5.3289
H -5.6628 -2.1922 -4.9485
H -4.5464 -1.7824 -6.2562
C -1.8797 2.6163 0.3576
O -1.1490 3.0171 1.5036
P 0.2014 1.9908 1.8437
O -0.7321 0.9807 2.5202
O 0.7201 3.0672 2.9890
C 0.0243 4.2472 3.3349
O 1.5520 0.9645 2.1838
C 2.5463 1.3400 3.1156
H -2.6833 3.3367 0.1855
H -1.2206 2.6035 -0.5131
H -2.3162 1.6263 0.5085
H -0.9847 4.0224 3.6926
H -0.0004 4.9346 2.4857
H 0.5671 4.7366 4.1470
H 2.1232 1.4051 4.1221
H 3.0142 2.2809 2.8220
H 3.3203 0.5661 3.1226
C 4.0229 -4.1220 6.9802
O 4.2910 -2.9423 7.7181
P 3.5116 -1.5410 7.0689
O 4.6231 -1.4033 6.0225
O 3.9540 -0.6827 8.4130
C 4.7333 -1.2123 9.4659
O 2.7322 -0.1395 6.4197
C 2.6609 1.0686 7.1500
H 4.5108 -4.9640 7.4774
H 2.9460 -4.3011 6.9513
H 4.4131 -4.0349 5.9636
H 5.7051 -1.5605 9.1038
H 4.1896 -2.0129 9.9734
H 4.9114 -0.4153 10.1916
H 3.6612 1.4841 7.3019
H 2.1484 0.9145 8.1008
H 2.0795 1.7891 6.5662
C 1.6797 1.7563 12.1415
O 2.8961 2.4260 12.4242
P 2.9458 4.0395 11.8022
O 3.3101 3.4974 10.4156
O 4.3476 4.3099 12.6394
C 5.0034 3.3295 13.4173
O 2.9955 5.6531 11.1803
C 4.0006 6.5646 11.5764
H 1.7096 0.7666 12.6040
H 0.8435 2.3199 12.5607
H 1.5475 1.6409 11.0633
H 5.2790 2.4614 12.8115
H 4.3781 3.0387 14.2650
H 5.9224 3.7680 13.8132
H 4.9832 6.2214 11.2403
H 3.9822 6.7130 12.6571
H 3.7970 7.5287 11.0999
*
```



A cluster of 7 separate species, C6H28N2O6 in total at a distorted geometry, computed with ωB97M-V with the def2-TZVPD basis set.

Properties
Kohn-Sham gap: 9.3 eV
M: 224.30 g mol⁻¹
SMILES: CN(C)CCCCN.O.O.O.O.O.O
largest force on an atom: 1.5 eV/A
energy above the lowest of the compared OMol25 structures with the same formula, charge and spin: 23.8 kcal/mol

```
! RIJCOSX wB97M-V def2-TZVPD def2/J DEFGRID3
* xyz 0 1
C 1.5728 -0.7780 1.9565
N 0.6755 -0.6121 0.8092
C -0.6967 -0.9137 1.2161
C 1.1149 -1.3842 -0.3763
C 0.9545 -0.5291 -1.6422
C -0.4791 -0.3571 -2.1491
C -1.1680 -1.6625 -2.5349
N -0.4931 -2.4856 -3.5375
H 1.2298 -0.1548 2.7847
H 2.5674 -0.4477 1.6654
H 1.6187 -1.8064 2.3444
H -1.3624 -0.9260 0.3599
H -0.8098 -1.8804 1.7226
H -1.1304 -0.1689 1.8851
H 0.5701 -2.3266 -0.4955
H 2.1743 -1.6110 -0.2299
H 1.4255 0.4391 -1.4334
H 1.5738 -0.9903 -2.4196
H -0.4610 0.3232 -3.0033
H -1.0762 0.1714 -1.4023
H -1.3095 -2.2794 -1.6445
H -2.1745 -1.4506 -2.9033
H 0.3935 -2.8426 -3.1881
H -0.2910 -1.9407 -4.3596
O -3.6830 0.9888 -0.1746
H -4.5391 1.3035 0.1506
H -3.0657 1.7383 -0.0252
O 0.4539 -4.2029 1.4941
H -0.3667 -4.6707 1.4457
H 0.2140 -3.2844 1.3137
O 0.6820 2.1021 3.5890
H 0.6634 2.1639 2.5960
H -0.1892 2.4373 3.8473
O 0.5191 2.1876 0.7669
H 1.3145 2.5330 0.3008
H 0.5558 1.2016 0.6481
O -2.0748 3.1096 0.2711
H -1.1481 2.7736 0.4466
H -1.9628 3.6558 -0.5404
O 2.7604 3.1086 -0.6242
H 3.5979 2.7210 -0.2992
H 2.7632 3.0885 -1.5876
*
```